Entry 1:
ORCA calculation (wB97M-V/def2-TZVPD) on one molecule with the formula C14H22N2O2.

Computed properties:
* SMILES: CCCC(O)(CCC)C(=O)NNc1ccccc1
* 2S+1: 1
* maximum force: 0.79 eV/A
* ΔE to the lowest compared entry with this formula, charge and spin: 259.5 kJ/mol

XYZ file:
```
40
Properties=species:S:1:pos:R:3:forces:R:3:mulliken_charge:R:1
O -0.418 -0.671 1.349 -0.005 -0.061 0.234 -0.68
O -1.242 0.878 -1.755 -0.003 0.122 -0.166 -0.74
N 0.492 -0.744 -0.708 0.657 -0.128 -0.421 0.28
N 1.575 -1.539 -0.328 -0.670 -0.353 0.174 -0.86
C 5.070 -1.005 0.665 -0.007 0.027 0.010 -0.54
C -1.355 2.736 0.503 0.034 -0.224 0.108 -1.11
C -3.347 -1.369 0.404 0.022 -0.126 -0.186 -0.03
C 3.157 0.214 -0.921 -0.207 -0.056 0.038 -0.06
C -1.638 0.359 -0.493 -0.454 -0.145 0.370 1.84
C -4.255 -2.518 -0.020 0.081 0.190 0.129 -1.44
C 0.092 2.538 0.946 -0.162 0.160 0.012 -0.64
C 3.796 -1.533 0.599 -0.165 -0.021 -0.039 -0.51
C 4.434 0.740 -0.842 0.086 0.000 0.057 -0.70
C -2.723 -0.692 -0.812 0.186 0.155 0.213 -1.64
C 5.396 0.135 -0.053 0.158 0.089 -0.015 -0.48
C -0.466 -0.383 0.169 0.084 0.136 -0.140 -0.32
C -2.173 1.442 0.458 0.150 0.067 -0.180 -0.75
C 2.825 -0.929 -0.198 0.285 0.323 -0.085 0.60
H 0.345 -0.599 -1.699 -0.016 -0.108 0.252 0.43
H -5.048 -2.159 -0.672 -0.122 -0.031 -0.089 0.34
H 6.391 0.548 0.006 0.084 0.029 0.002 0.38
H -4.710 -2.982 0.851 -0.087 -0.098 0.030 0.40
H -2.194 1.003 1.456 -0.094 0.005 -0.001 0.45
H -3.689 -3.277 -0.556 0.024 -0.108 -0.070 0.34
H -2.562 -1.745 1.059 -0.046 0.059 0.064 0.31
H 1.319 -2.100 0.482 -0.033 0.187 -0.202 0.33
H 4.676 1.630 -1.403 0.017 0.063 -0.047 0.36
H 2.416 0.695 -1.543 -0.058 0.018 -0.041 0.29
H -1.385 3.241 -0.468 -0.074 0.079 0.027 0.42
H -3.495 -0.189 -1.398 0.021 0.038 -0.044 0.51
H 0.670 1.974 0.216 0.146 -0.073 -0.039 0.00
H -1.848 3.403 1.214 -0.029 0.058 -0.115 0.40
H 5.812 -1.482 1.288 0.046 -0.043 0.054 0.36
H -3.932 -0.643 0.971 0.046 0.042 0.084 0.26
H 3.541 -2.418 1.164 -0.018 -0.118 0.063 0.33
H 0.578 3.501 1.085 0.101 0.037 -0.012 0.43
H -0.767 1.704 -1.607 0.007 0.007 -0.027 0.49
H 0.125 1.994 1.886 0.079 -0.072 0.074 0.25
H -2.267 -1.447 -1.457 -0.013 -0.032 -0.070 0.32
H -3.195 1.690 0.162 -0.049 -0.098 -0.005 0.37
```
Positions in Å, forces in eV/Å.

---

Entry 2:
ORCA calculation (wB97M-V/def2-TZVPD) on one molecule with the formula C14H22N2O3 at a distorted geometry.

Computed properties:
* SMILES: C[C@@H](CNC(=O)OCCCN)OCc1ccccc1
* 2S+1: 1
* maximum force: 3.11 eV/A
* ΔE to the lowest compared entry with this formula, charge and spin: 356.9 kJ/mol

XYZ file:
```
41
Properties=species:S:1:pos:R:3:forces:R:3:mulliken_charge:R:1
O 1.271 -0.983 1.874 -0.783 0.473 -0.371 -0.47
O -3.191 -0.644 -1.632 0.757 -0.161 1.177 -0.44
O -0.954 -0.682 -1.746 -0.083 -0.148 0.934 -0.53
N -4.742 1.978 0.487 0.554 -0.453 0.311 -0.72
N -1.956 -1.834 0.026 -1.106 1.678 -0.453 -0.24
C 0.602 -3.251 1.122 -0.018 1.211 -0.886 -1.43
C 5.406 0.753 -0.946 -1.965 -0.440 1.122 -0.43
C -2.860 1.850 -1.245 0.539 -0.691 0.207 -0.66
C 2.899 0.407 0.546 1.346 0.508 -0.107 0.86
C 5.081 1.567 0.221 -0.585 -0.542 -0.299 -0.41
C 3.854 1.435 0.981 0.207 -2.017 -2.356 -0.69
C -3.183 0.662 -2.231 -1.020 1.613 -0.862 -0.52
C 1.556 0.317 1.355 0.314 0.905 -1.191 -0.22
C -3.306 1.627 0.239 -0.245 0.679 0.082 -0.22
C 0.389 -1.688 0.988 0.167 -1.009 -1.119 0.84
C -1.944 -1.019 -1.141 0.208 0.053 -0.994 0.55
C 3.215 -0.430 -0.603 1.485 0.960 0.030 -0.09
C -1.121 -1.276 1.120 0.938 -0.140 1.569 -0.55
C 4.469 -0.281 -1.359 -0.625 1.551 1.949 -0.64
H 3.603 2.063 1.861 0.427 -0.475 -0.781 0.28
H -4.226 0.826 -2.625 0.946 -0.533 0.498 0.39
H -5.340 1.210 0.167 0.248 0.304 -0.009 0.24
H -1.745 1.990 -1.253 -0.971 -0.080 0.073 0.30
H 2.523 -1.218 -0.968 0.450 0.745 0.485 0.31
H 6.354 0.932 -1.499 -0.865 -0.206 0.551 0.34
H 0.030 -3.698 0.261 0.383 0.201 1.108 0.32
H -1.240 -0.161 1.252 0.260 -1.021 -0.407 0.14
H -2.510 0.760 -3.119 -0.376 -0.521 0.836 0.28
H 5.821 2.333 0.543 -0.636 -0.638 -0.309 0.31
H -2.923 -1.821 0.368 0.378 -0.358 -0.267 0.39
H -3.153 0.588 0.625 0.443 0.776 -0.595 0.16
H -4.828 1.959 1.510 -0.269 0.169 -0.491 0.27
H 1.570 1.106 2.160 0.118 -1.091 -0.493 0.26
H -3.323 2.793 -1.650 0.379 -0.959 0.460 0.41
H 1.687 -3.431 0.903 -0.925 -0.038 0.560 0.37
H 0.272 -3.652 2.110 0.356 0.250 -0.805 0.33
H 0.748 0.654 0.639 0.615 -0.435 0.732 0.04
H 0.707 -1.437 -0.057 -0.471 -0.216 0.788 -0.13
H 4.678 -0.930 -2.239 -0.246 0.616 0.869 0.34
H -1.488 -1.718 2.091 0.217 0.317 -1.016 0.37
H -2.702 2.344 0.864 -0.546 -0.836 -0.531 0.30
```
Positions in Å, forces in eV/Å.

---

Entry 3:
ORCA calculation (wB97M-V/def2-TZVPD) on one molecule with the formula C14H22N2OS.

Computed properties:
* SMILES: CCCc1cc(C(=O)N2CCCN(C)CC2)cs1
* 2S+1: 1
* maximum force: 0.64 eV/A
* ΔE to the lowest compared entry with this formula, charge and spin: 101.7 kJ/mol

XYZ file:
```
40
Properties=species:S:1:pos:R:3:forces:R:3:mulliken_charge:R:1
S -3.141 1.674 0.430 0.493 -0.347 -0.201 -0.22
O 1.015 1.898 -1.724 0.048 0.082 -0.281 -0.64
N 1.645 1.066 0.274 0.168 -0.043 0.025 0.19
N 3.724 -1.191 0.032 0.040 -0.006 -0.111 -0.04
C -4.329 -3.434 -0.379 0.225 0.081 -0.032 -1.44
C 3.557 -0.035 -0.831 0.051 0.194 0.164 -0.67
C 2.490 -1.597 0.686 0.130 0.024 0.370 -0.59
C 3.041 1.198 -0.088 0.166 0.044 -0.488 -1.17
C 0.717 1.430 -0.640 -0.165 0.078 0.121 0.42
C -3.750 -1.013 -0.016 0.055 -0.209 -0.070 -0.39
C -1.392 -0.016 -0.362 -0.143 0.003 0.037 -0.67
C -3.221 -2.389 -0.413 -0.271 0.088 0.080 -0.33
C 1.341 0.516 1.573 -0.127 -0.092 0.458 -0.51
C 2.202 -0.710 1.902 -0.205 0.020 -0.184 -1.04
C 4.345 -2.280 -0.691 -0.030 0.007 -0.002 -1.17
C -2.707 0.055 -0.030 -0.165 0.445 0.179 0.54
C -1.534 2.229 0.156 -0.201 -0.141 0.084 -0.57
C -0.712 1.229 -0.250 -0.277 0.303 -0.121 -0.16
H -5.126 -3.169 -1.071 -0.119 -0.017 -0.058 0.35
H 3.163 -0.404 2.314 -0.012 -0.057 0.047 0.42
H 4.535 -3.105 -0.005 0.023 -0.068 -0.031 0.37
H 1.682 -1.289 2.666 0.002 0.023 0.067 0.48
H 3.630 1.378 0.812 0.010 0.019 0.004 0.41
H 4.536 0.204 -1.254 -0.039 0.001 -0.051 0.49
H 2.629 -2.623 1.034 -0.030 0.032 -0.062 0.56
H -4.187 -1.068 0.986 -0.053 -0.034 -0.047 0.34
H 1.632 -1.590 -0.006 0.001 -0.085 -0.035 0.28
H 3.123 2.058 -0.759 0.057 -0.086 0.156 0.50
H 2.866 -0.243 -1.667 0.055 0.025 0.012 0.37
H -2.423 -2.683 0.273 0.088 0.022 -0.049 0.32
H -4.557 -0.727 -0.698 -0.039 -0.052 0.046 0.34
H -2.801 -2.339 -1.420 0.105 0.005 0.010 0.34
H -0.904 -0.917 -0.689 0.053 -0.234 -0.066 0.39
H 0.285 0.239 1.586 0.158 0.077 0.070 0.38
H -1.296 3.261 0.313 0.131 0.239 -0.002 0.52
H 5.299 -1.941 -1.092 0.043 -0.049 -0.054 0.34
H -3.942 -4.410 -0.660 -0.047 -0.120 -0.015 0.39
H -4.754 -3.508 0.620 -0.084 -0.047 0.088 0.35
H 1.496 1.286 2.342 -0.096 -0.094 -0.020 0.16
H 3.729 -2.650 -1.526 -0.002 -0.031 -0.038 0.39
```
Positions in Å, forces in eV/Å.

---

Entry 4:
ORCA calculation (wB97M-V/def2-TZVPD) on C14H23AlBBr5KNaO16P as an isolated structure at a distorted geometry.

Computed properties:
* 2S+1: 1
* maximum force: 2.05 eV/A
* total charge: +1
* E: -435157.0199 eV

XYZ file:
```
63
Properties=species:S:1:pos:R:3:forces:R:3:mulliken_charge:R:1
Br 4.176 -8.878 -3.185 -0.059 0.022 0.033 -0.01
Br 3.425 0.947 0.042 -0.145 0.080 0.234 0.06
Br 1.180 -7.803 -3.264 0.005 0.001 0.017 -0.03
Br 3.526 6.096 -3.289 -0.256 -0.500 0.836 -0.55
Br 2.738 -7.952 -0.499 0.455 -0.100 -0.098 0.01
K 2.535 -2.378 1.333 0.938 -0.214 0.357 0.97
P 1.248 2.849 0.368 0.434 1.528 1.302 0.50
Al 3.305 4.900 -0.930 0.833 0.860 -1.023 0.40
Na -4.950 -2.728 -5.552 1.296 -0.168 -0.160 0.97
O -0.169 2.846 0.997 -0.210 -0.352 -0.793 -0.20
O 2.406 9.666 3.111 -0.040 0.051 0.009 -0.54
O -6.861 -2.208 -3.086 0.068 -0.018 -0.022 -0.27
O -2.474 1.390 -1.525 0.984 0.129 0.148 -0.51
O -6.125 -0.184 -3.753 0.119 -0.169 -0.144 -0.54
O 0.632 -5.482 1.338 0.205 0.144 -0.024 -0.42
O 1.824 1.416 0.810 0.159 -0.304 -0.374 -0.28
O -2.394 0.789 0.775 0.922 -0.925 0.511 -0.67
O 1.213 2.908 -1.216 -0.311 -0.869 -0.100 -0.40
O -5.880 -0.939 -1.635 -0.114 0.088 -0.050 -0.32
O 2.077 3.971 0.866 -0.296 -0.420 -0.271 -0.20
O 1.137 -7.935 3.251 0.189 0.009 -0.024 -0.30
O 3.169 -7.870 2.995 -0.162 -0.032 0.006 -0.24
O 5.854 5.664 3.457 0.027 -0.028 0.009 -0.56
O 2.218 -9.845 3.117 0.028 -0.001 -0.014 -0.31
O -0.733 -1.294 -0.575 -0.426 0.593 0.120 -0.77
C -1.383 3.044 0.187 -0.761 -0.184 0.268 -0.41
C 5.067 6.583 3.378 -0.010 0.009 -0.011 0.34
C -5.199 0.289 -1.262 0.205 0.274 -0.006 -0.60
C -7.353 -2.347 -4.400 -0.466 -0.413 0.237 -0.44
C 5.462 7.971 3.724 -0.009 0.019 0.002 -0.36
C 3.669 6.358 2.931 -0.018 -0.062 -0.008 -0.32
C 2.896 -7.684 -2.398 0.013 -0.117 -0.067 -0.30
C 2.802 7.362 2.844 0.018 0.010 0.001 -0.37
C -6.276 -1.000 -2.875 0.288 0.031 0.256 0.76
C 4.595 8.976 3.638 0.018 -0.021 0.002 -0.38
C 2.177 -8.626 3.123 -0.057 0.009 0.038 0.82
C 0.458 -1.455 -0.037 0.515 0.013 0.196 -0.67
C -0.080 -6.333 0.436 -0.032 -0.154 0.274 -0.43
C 3.195 8.752 3.190 0.012 -0.034 -0.015 0.35
B -2.097 1.661 -0.202 0.077 -0.250 -0.461 0.57
H -2.069 3.545 0.869 -0.009 0.139 0.126 0.25
H -1.230 3.728 -0.641 0.431 0.015 -0.066 0.35
H -4.283 0.443 -1.842 -0.484 -0.240 0.101 0.36
H 0.885 -0.573 0.504 -0.136 0.099 0.095 0.22
H 4.860 9.996 3.885 -0.035 0.018 -0.011 0.41
H -6.536 -2.217 -5.108 -1.270 0.607 -0.028 -0.07
H 3.402 5.339 2.682 0.012 -0.006 -0.015 0.56
H -5.873 1.135 -1.383 -0.045 -0.061 -0.103 0.33
H 0.637 -5.915 2.197 -0.036 -0.007 -0.021 0.24
H -1.950 -0.100 0.601 -0.669 0.485 -0.429 0.36
H -1.107 -6.475 0.780 -0.013 -0.012 -0.078 0.30
H -1.675 1.173 -2.033 -0.411 0.120 -0.108 0.28
H 1.168 2.037 -1.650 -0.072 0.315 -0.045 0.31
H 3.260 -6.680 -2.547 0.009 0.073 -0.003 0.35
H -7.760 -3.351 -4.492 0.026 -0.029 0.109 0.28
H -8.132 -1.624 -4.625 0.117 0.131 -0.150 0.32
H 1.779 7.218 2.520 -0.006 0.031 -0.002 0.45
H 6.485 8.113 4.047 0.013 -0.034 -0.004 0.41
H 0.572 -2.261 0.738 -1.345 -0.234 -0.293 0.24
H 1.307 -1.707 -0.749 -0.109 -0.110 -0.292 0.13
H -0.094 -5.850 -0.537 0.036 0.051 -0.008 0.23
H 0.425 -7.303 0.341 -0.419 0.295 0.017 0.08
H -4.936 0.182 -0.216 -0.019 -0.180 0.017 0.26
```
Positions in Å, forces in eV/Å.

---

Entry 5:
ORCA calculation (wB97M-V/def2-TZVPD) on a 2-piece molecular cluster, C14H23BF4NO5PS overall at a distorted geometry.

Computed properties:
* 2S+1: 1
* maximum force: 9.98 eV/A
* E: -58279.8237 eV

XYZ file:
```
50
Properties=species:S:1:pos:R:3:forces:R:3:mulliken_charge:R:1
S -3.950 2.363 0.508 1.515 0.261 0.068 -0.36
P -2.283 3.421 0.471 -2.900 0.422 0.017 0.47
F 3.379 -2.452 0.737 -1.036 -0.291 -0.393 -0.41
F 2.614 -4.684 0.477 -0.383 1.959 -0.300 -0.36
F 1.052 -2.918 0.756 1.201 0.027 -0.371 -0.42
F 2.284 -3.106 -1.265 0.007 0.058 1.747 -0.40
O 1.555 0.599 -3.655 5.252 3.639 1.801 -0.32
O -2.262 4.349 1.952 -0.134 -1.884 -2.260 -0.53
O 0.583 -0.180 -3.204 -4.390 -2.614 1.372 0.24
O -2.428 4.452 -0.961 0.912 -2.267 1.801 -0.53
O 3.669 1.350 -2.579 -9.783 -1.812 0.815 -0.49
N -0.248 1.566 1.674 2.502 -0.653 -3.317 0.00
C 1.461 -0.219 3.030 0.225 -0.039 0.754 0.36
C 3.112 -0.119 3.281 -0.042 0.482 -0.195 -1.03
C -2.395 -1.682 -2.782 -0.737 -0.565 0.383 -0.38
C 0.768 0.187 4.459 0.199 -0.767 0.931 -0.58
C -0.700 2.325 0.409 3.987 -1.002 -2.226 0.13
C -0.841 -0.173 4.565 0.304 1.629 -0.497 -0.96
C -0.434 -0.392 -4.249 -0.756 0.424 -1.626 -0.60
C 1.857 0.473 0.341 -2.293 2.218 -1.688 -0.24
C 0.951 0.646 1.735 0.156 1.235 -3.432 0.37
C 2.339 1.078 -2.468 5.660 0.818 -1.175 0.11
C -1.984 -0.384 -3.694 -0.239 -0.475 0.181 -0.25
C -1.906 -3.133 -3.403 0.527 0.584 0.347 -0.88
C 0.133 2.228 -1.006 0.953 -1.980 3.451 -0.26
C 1.484 1.252 -1.074 -2.524 -0.176 4.179 0.33
B 2.332 -3.290 0.176 0.072 -1.117 -0.507 0.64
H -1.075 -1.014 5.353 0.441 1.731 -1.868 0.32
H 3.731 -0.219 2.292 -1.294 0.001 1.974 0.30
H 1.297 -0.491 5.287 -0.906 1.518 -1.992 0.31
H 1.232 -1.361 2.796 0.286 2.409 0.076 0.23
H 3.379 0.935 3.774 -0.668 -2.361 -1.010 0.29
H -2.293 -4.066 -2.781 0.612 2.203 -1.336 0.32
H -2.229 0.582 -3.071 0.696 -1.731 -1.233 0.07
H -0.733 -3.151 -3.312 -2.298 -0.168 -0.474 0.19
H -0.184 -1.412 -4.776 -0.552 1.992 1.046 0.31
H -0.836 1.728 2.523 0.814 -0.397 -0.886 0.30
H -1.210 -0.414 3.476 0.432 0.017 2.296 0.30
H -2.027 -1.549 -1.657 -0.609 -0.352 -2.530 0.20
H -2.925 3.949 -1.697 0.888 0.689 2.016 0.37
H -0.307 0.481 -5.039 -0.246 -1.792 1.642 0.27
H 3.415 -1.000 4.014 -0.744 1.945 -1.642 0.33
H -2.268 -3.206 -4.531 0.886 0.024 2.384 0.26
H -3.578 -1.730 -2.741 2.388 0.334 -0.019 0.31
H 2.806 -0.244 0.308 -2.362 1.359 0.344 0.10
H 1.018 1.306 4.792 -0.625 -2.373 -1.019 0.33
H -1.373 0.848 4.879 0.838 -2.391 -0.478 0.19
H -0.185 2.824 -1.980 0.529 -1.329 2.532 0.37
H -2.727 -0.376 -4.625 1.897 0.022 1.757 0.32
H -3.067 4.024 2.482 1.343 0.537 -1.436 0.36
```
Positions in Å, forces in eV/Å.

---

- Which value of maximum force does entry 1 give?
  0.79 eV/A